A molecular structure, C23H26N2PS3Se5SnTe, computed with ωB97M-V with the def2-TZVPD basis set.

Results
Multiplicity   1
Net charge   -1
HOMO-LUMO gap (alpha / beta)   5.88 / 4.88 eV
HOMO energy (alpha / beta)   -4.6 / -4.0 eV
Energy relative to the best compared isomer or geometry (same formula, charge and spin)   0.252 eV

```
62
Properties=species:S:1:pos:R:3:lowdin_charge:R:1
Sn 0.18154 0.07669 -1.42033 0.30
Se 2.81369 1.71233 -1.44788 -0.13
Se 2.65045 3.33933 -3.02924 -0.22
Te 1.68535 5.32857 -1.75267 0.26
Se 1.70195 4.61352 0.49678 -0.19
Se 1.37344 -2.35805 -1.71528 0.28
P 1.91958 -2.38683 0.40557 0.12
Se 2.24222 -0.47120 1.26884 0.19
C 0.65600 -3.36780 1.27989 -0.43
C 0.17928 -4.54507 0.70934 -0.11
C -0.75531 -5.31505 1.38175 -0.09
C -1.22541 -4.90794 2.62358 -0.10
C -0.76239 -3.72807 3.18729 -0.09
C 0.17718 -2.95707 2.51664 -0.12
C 3.41256 -3.42625 0.52372 -0.40
C 3.57045 -4.36875 1.53242 -0.08
C 4.75122 -5.09369 1.63087 -0.09
C 5.77833 -4.87668 0.72635 -0.10
C 5.62563 -3.92964 -0.27940 -0.08
C 4.44934 -3.20718 -0.38118 -0.11
H 0.52549 -4.84464 -0.27239 0.09
H -1.13133 -6.22218 0.92606 0.10
H -1.96495 -5.50364 3.14465 0.10
H -1.14053 -3.39881 4.14697 0.10
H 0.53249 -2.02290 2.93342 0.06
H 2.77198 -4.54304 2.24272 0.10
H 4.86432 -5.82906 2.41766 0.10
H 6.69794 -5.44330 0.80301 0.10
H 6.42586 -3.75363 -0.98697 0.10
H 4.32463 -2.46902 -1.16426 0.09
S -1.52730 -0.57577 0.28401 0.49
C -2.36741 -1.81263 -0.66007 -0.68
C -3.05279 -2.80147 0.04699 -0.14
C -3.75231 -3.80393 -0.60202 -0.11
C -3.76801 -3.83958 -1.98916 -0.11
C -3.07980 -2.87423 -2.70501 -0.14
C -2.37594 -1.85123 -2.06700 -0.69
S -1.57032 -0.64107 -3.07477 0.51
H -3.01369 -2.77980 1.12938 0.09
H -4.27000 -4.56046 -0.02490 0.09
H -4.29975 -4.62333 -2.51469 0.09
H -3.06784 -2.90675 -3.78748 0.09
C -4.04615 3.02676 -0.36283 -0.06
N -2.72386 2.80818 -0.92367 -0.21
C -1.65002 3.29143 -0.07748 -0.14
C -2.53084 2.64793 -2.25713 -0.80
S -1.10535 3.11421 -3.01859 0.58
N -3.55448 2.04689 -2.92426 -0.22
C -4.30186 0.95339 -2.30830 -0.09
C -3.51284 1.98119 -4.37439 -0.13
H -4.05511 3.99391 0.14769 0.09
H -4.31009 2.25250 0.36187 0.09
H -4.79621 3.05039 -1.14905 0.08
H -1.88733 3.03217 0.95471 0.09
H -1.52872 4.37361 -0.16834 0.07
H -0.70151 2.83352 -0.34593 0.00
H -3.89482 0.71938 -1.32689 0.07
H -4.18348 0.06001 -2.92282 0.06
H -5.36604 1.19207 -2.22229 0.09
H -3.19402 2.93578 -4.78382 0.06
H -4.51823 1.74768 -4.72914 0.08
H -2.81982 1.20552 -4.71277 0.05
```